This record from the Open Molecules 2025 dataset describes a molecular structure, C28H40AsN6O2RhSSe. The level of theory is ωB97M-V/def2-TZVPD.

Cartesian coordinates (Å):
Rh (-0.7008, 0.0183, -1.0560)
N (-9.0069, 1.5812, -1.4682)
C (-7.6800, 1.4604, -1.3067)
C (-6.8236, 2.5451, -1.5987)
C (-5.4712, 2.4236, -1.4310)
C (-4.9373, 1.2117, -0.9640)
C (-5.7732, 0.1223, -0.6701)
C (-7.1248, 0.2463, -0.8403)
S (-3.2555, 1.0647, -0.7688)
O (-2.5963, 2.3398, -0.6706)
O (-2.9304, 0.0577, 0.2368)
N (-2.6115, 0.3026, -2.1017)
C (-2.0727, 1.0670, -3.1430)
N (-2.7927, 1.8291, -3.9338)
C (-2.1198, 2.4627, -4.8930)
C (-0.7443, 2.3447, -5.0511)
C (-0.0746, 1.5393, -4.1498)
N (-0.7431, 0.8876, -3.1990)
H (-9.4159, 2.4453, -1.7762)
H (-9.6297, 0.8270, -1.2418)
H (-7.2467, 3.4770, -1.9487)
H (-4.8122, 3.2538, -1.6428)
H (-5.3505, -0.7986, -0.2957)
H (-7.7799, -0.5824, -0.6076)
H (-2.7054, 3.0915, -5.5519)
H (-0.2194, 2.8695, -5.8339)
H (0.9998, 1.4077, -4.1784)
C (5.5962, 3.0462, 0.6860)
C (4.3505, 2.2186, 0.3978)
C (4.6792, 0.9414, -0.3649)
C (3.4543, 0.1040, -0.7092)
N (2.7964, -0.4446, 0.4791)
C (1.6484, -0.0370, 1.0488)
Se (0.5511, 1.3960, 0.4747)
N (1.4094, -0.7675, 2.1473)
C (0.2578, -0.6672, 3.0529)
C (0.5892, -0.0690, 4.4152)
C (0.9563, 1.4143, 4.4143)
C (2.3862, 1.7121, 3.9764)
C (2.4383, -1.6883, 2.2976)
C (2.6442, -2.6947, 3.2387)
C (3.7717, -3.4698, 3.0720)
C (4.6634, -3.2607, 2.0054)
C (4.4565, -2.2701, 1.0696)
C (3.3197, -1.4832, 1.2407)
H (5.3487, 3.9492, 1.2407)
H (6.0892, 3.3463, -0.2390)
H (6.3140, 2.4771, 1.2777)
H (3.6336, 2.8113, -0.1794)
H (3.8597, 1.9667, 1.3428)
H (5.3896, 0.3401, 0.2075)
H (5.1758, 1.1883, -1.3070)
H (3.7195, -0.7448, -1.3433)
H (2.7120, 0.7049, -1.2360)
H (-0.1321, -1.6817, 3.1655)
H (-0.5004, -0.0732, 2.5427)
H (1.3852, -0.6458, 4.8934)
H (-0.3051, -0.2216, 5.0236)
H (0.8220, 1.7896, 5.4297)
H (0.2439, 1.9667, 3.7938)
H (3.1012, 1.1295, 4.5597)
H (2.6226, 2.7651, 4.1211)
H (2.5570, 1.4885, 2.9218)
H (1.9625, -2.8614, 4.0595)
H (3.9790, -4.2591, 3.7802)
H (5.5350, -3.8937, 1.9202)
H (5.1468, -2.1143, 0.2532)
C (0.1103, -3.4990, 0.2063)
As (-0.3863, -2.4761, -1.3589)
C (0.8360, -3.0843, -2.7250)
C (-2.1027, -3.1971, -1.8705)
H (0.0108, -4.5624, -0.0121)
H (-0.5501, -3.2362, 1.0314)
H (1.1451, -3.2819, 0.4803)
H (0.7715, -4.1684, -2.8156)
H (1.8535, -2.8045, -2.4563)
H (0.5754, -2.6236, -3.6764)
H (-2.0304, -4.2791, -1.9777)
H (-2.4149, -2.7464, -2.8107)
H (-2.8283, -2.9436, -1.0995)

Multiplicity = 5
Max |F| = 0.50 eV Å⁻¹
DFT total energy = -182734.307 eV
Net charge = +2
Energy relative to the best compared isomer or geometry (same formula, charge and spin) = 42.11 kJ/mol

For each atom in turn, the Löwdin charge in e is:
1. Rh 0.66
2. N 0.16
3. C -0.28
4. C 0.00
5. C -0.04
6. C -0.32
7. C -0.04
8. C 0.00
9. S 0.56
10. O -0.30
11. O -0.35
12. N -0.12
13. C -0.49
14. N 0.18
15. C -0.06
16. C -0.01
17. C -0.08
18. N 0.04
19. H 0.12
20. H 0.12
21. H 0.12
22. H 0.12
23. H 0.12
24. H 0.12
25. H 0.13
26. H 0.12
27. H 0.12
28. C -0.09
29. C -0.26
30. C -0.18
31. C -0.14
32. N 0.00
33. C -0.62
34. Se 0.85
35. N 0.00
36. C -0.13
37. C -0.17
38. C -0.24
39. C -0.09
40. C -0.16
41. C 0.02
42. C -0.04
43. C -0.04
44. C 0.01
45. C -0.15
46. H 0.08
47. H 0.08
48. H 0.08
49. H 0.11
50. H 0.08
51. H 0.12
52. H 0.13
53. H 0.13
54. H 0.09
55. H 0.13
56. H 0.09
57. H 0.11
58. H 0.13
59. H 0.12
60. H 0.10
61. H 0.09
62. H 0.09
63. H 0.02
64. H 0.12
65. H 0.12
66. H 0.12
67. H 0.12
68. C -0.26
69. As 1.04
70. C -0.27
71. C -0.27
72. H 0.05
73. H 0.03
74. H 0.02
75. H 0.05
76. H 0.02
77. H 0.04
78. H 0.05
79. H 0.03
80. H 0.03



This record from the Open Molecules 2025 dataset describes a molecular structure, C28H40BBr33F12N2O3PS2. The level of theory is ωB97M-V/def2-TZVPD.

Cartesian coordinates (Å):
C (-1.0066, -1.8560, 3.5420)
C (-0.9817, -1.4178, 2.0928)
C (-1.7397, -0.0151, 1.5885)
P (-3.5789, -0.5294, 1.7515)
S (-4.4507, 0.0762, 3.3872)
C (-1.1934, 1.2340, 2.5432)
N (-0.8797, 2.4645, 1.6664)
B (0.6276, 2.7349, 1.7585)
N (1.7121, 1.6842, 1.8913)
O (1.0843, 4.1578, 1.7227)
C (-1.5264, 2.2365, 0.3318)
C (-0.9183, 2.9855, -1.0210)
C (-1.1775, 4.6267, -1.0216)
O (-2.3460, 4.8867, -1.9273)
C (0.0798, 5.4658, -1.7385)
F (0.4526, 4.8054, -3.0224)
F (-0.5330, 6.7904, -2.1299)
F (1.2216, 5.7034, -0.8275)
O (-2.9534, 2.2783, 0.1020)
C (-3.7543, 2.9566, 1.0993)
C (-4.0897, 4.5586, 0.7540)
C (-1.2149, 0.6041, 0.1260)
C (-1.8491, -0.1514, -1.1835)
C (-1.1636, -1.6479, -1.4815)
C (0.4189, -1.5284, -1.9602)
C (1.4676, -2.1408, -0.8612)
C (3.0621, -1.8879, -1.2172)
F (3.4589, -2.4528, -2.5621)
F (3.1618, -0.3918, -1.4310)
C (4.1055, -2.2175, -0.0145)
F (5.4933, -1.8162, -0.4347)
F (3.7664, -1.2771, 1.1185)
S (4.1134, -3.9330, 0.6823)
F (2.6696, -3.7417, 1.5809)
F (5.0138, -3.3245, 2.0475)
F (5.6435, -4.1872, -0.1004)
F (3.3505, -4.6620, -0.6575)
F (4.2727, -5.4956, 1.3700)
H (-0.6466, -2.9551, 3.8109)
H (-1.3565, -1.0557, 4.3268)
H (-0.4445, -2.1463, 1.3517)
H (-4.3158, 0.1000, 0.6481)
H (-3.8073, -1.9625, 1.5866)
H (-0.3689, 0.8536, 3.2806)
H (-2.0160, 1.6309, 3.3109)
H (-1.2484, 3.2570, 2.2734)
H (1.6933, 0.9709, 1.1307)
H (1.7482, 1.2492, 2.8398)
H (1.9349, 4.1777, 1.1562)
H (-1.4842, 2.5905, -1.9955)
H (0.2255, 2.7100, -1.2189)
H (-1.3204, 5.0735, 0.0503)
H (-3.0094, 4.1391, -1.8645)
H (-3.4025, 2.9001, 2.2094)
H (-4.8313, 2.4378, 1.0839)
H (-4.4707, 4.7044, -0.3510)
H (-5.0316, 4.8091, 1.4440)
H (-3.2318, 5.2860, 1.0738)
H (-0.0994, 0.2532, 0.1219)
H (-3.0149, -0.3827, -1.0770)
H (-1.7392, 0.4371, -2.1967)
H (-1.3444, -2.4135, -0.6159)
H (-1.7597, -2.0595, -2.4302)
H (0.6460, -0.3599, -2.0231)
H (0.5962, -1.9325, -3.0653)
H (1.2750, -1.5449, 0.1549)
H (1.1994, -3.2788, -0.7049)
C (2.5873, -1.2538, -6.3839)
Br (2.8136, -1.0627, -4.4613)
Br (3.4594, -2.8559, -7.0597)
Br (0.7144, -1.1751, -6.9038)
H (3.0850, -0.3976, -6.8511)
C (-4.8138, -0.8654, 7.3898)
Br (-4.5899, 0.8293, 8.3182)
Br (-6.4960, -0.9403, 6.4156)
Br (-3.2949, -1.2690, 6.2434)
H (-4.8528, -1.6469, 8.1558)
C (6.9575, -1.1138, -8.2346)
Br (5.3164, -0.1183, -8.5508)
Br (8.3532, -0.6293, -9.5001)
Br (7.5611, -0.9484, -6.3928)
H (6.7273, -2.1712, -8.4019)
C (-1.1773, 3.5966, 9.2917)
Br (-0.0089, 5.0573, 8.7571)
Br (-2.9464, 4.2313, 9.7933)
Br (-1.2651, 2.2060, 7.9343)
H (-0.7348, 3.1438, 10.1851)
C (-0.6767, -1.0017, -11.3089)
Br (-1.9430, -1.4410, -9.8991)
Br (0.8535, -0.0141, -10.6254)
Br (-0.1323, -2.5782, -12.3101)
H (-1.1962, -0.3409, -12.0107)
C (3.7305, 5.4960, -4.8691)
Br (2.6647, 6.1075, -6.3772)
Br (4.4861, 3.7315, -5.1848)
Br (5.0961, 6.7905, -4.3755)
H (3.0523, 5.4051, -4.0142)
C (0.1899, -6.5923, -1.1363)
Br (0.8674, -6.1871, -2.9142)
Br (-0.1956, -4.9769, -0.1231)
Br (-1.3422, -7.7892, -1.2008)
H (0.9867, -7.1214, -0.6033)
C (-5.8623, -2.0860, -2.0345)
Br (-4.7022, -2.9235, -3.3523)
Br (-5.6136, -2.8488, -0.2623)
Br (-5.6665, -0.1506, -2.0234)
H (-6.8935, -2.3013, -2.3334)
C (-3.0294, -2.1915, 10.9868)
Br (-1.8611, -0.7309, 10.4522)
Br (-4.7986, -1.5569, 11.4884)
Br (-3.1173, -3.5821, 9.6294)
H (-2.5870, -2.6443, 11.8802)
C (5.5903, 3.9431, -1.3651)
Br (5.0321, 5.3484, -0.1412)
Br (7.4149, 3.3641, -1.0185)
Br (4.3449, 2.4489, -1.3681)
H (5.5770, 4.3725, -2.3723)
C (0.5045, -6.7177, 3.3388)
Br (-1.0611, -7.6947, 2.7236)
Br (0.0606, -4.8999, 3.8706)
Br (1.4477, -7.6737, 4.7461)
H (1.1898, -6.6435, 2.4880)

Max |F| = 6.20 eV Å⁻¹
DFT total energy = -2414431.554 eV
Net charge = +1

Löwdin atomic charge list, values in e, 99 entries:
1. C -0.01
2. C -0.12
3. C -0.41
4. P 0.40
5. S 0.14
6. C -0.08
7. N 0.08
8. B -0.43
9. N 0.16
10. O 0.07
11. C -0.31
12. C 0.01
13. C -0.16
14. O -0.07
15. C -0.17
16. F 0.02
17. F 0.01
18. F 0.02
19. O -0.13
20. C -0.22
21. C -0.07
22. C -0.14
23. C -0.14
24. C -0.17
25. C -0.19
26. C -0.13
27. C -0.19
28. F -0.17
29. F -0.12
30. C -0.21
31. F 0.03
32. F -0.01
33. S 1.07
34. F -0.21
35. F -0.19
36. F -0.19
37. F -0.20
38. F -0.18
39. H -0.11
40. H 0.02
41. H 0.07
42. H -0.05
43. H -0.04
44. H 0.14
45. H 0.12
46. H 0.21
47. H 0.07
48. H 0.10
49. H 0.12
50. H 0.15
51. H 0.16
52. H 0.15
53. H 0.10
54. H 0.11
55. H 0.14
56. H 0.09
57. H 0.11
58. H 0.08
59. H 0.13
60. H 0.05
61. H 0.13
62. H 0.06
63. H 0.10
64. H 0.11
65. H 0.09
66. H 0.12
67. H -0.01
68. C -1.56
69. Br 0.75
70. Br 0.56
71. Br 0.54
72. H -0.08
73. C -1.56
74. Br 0.50
75. Br 0.57
76. Br 0.51
77. H -0.08
78. C -1.60
79. Br 0.56
80. Br 0.57
81. Br 0.56
82. H -0.03
83. C -1.59
84. Br 0.56
85. Br 0.56
86. Br 0.49
87. H -0.02
88. C -1.60
89. Br 0.53
90. Br 0.53
91. Br 0.56
92. H -0.02
93. C -1.60
94. Br 0.57
95. Br 0.56
96. Br 0.58
97. H -0.04
98. C -1.55
99. Br 0.60



> Which formula does entry 1 have?

C28H40AsN6O2RhSSe



> net charge of number 1 (C28H40AsN6O2RhSSe)?

+2



> Among the records above, which one has the lowest net charge?

C28H40BBr33F12N2O3PS2